No. 1
{
  "formula": "C24H68AsF6N6O7",
  "method": "ωB97M-V with the def2-TZVPD basis set",
  "species": ["As", "F", "F", "F", "F", "F", "F", "O", "H", "H", "C", "C", "C", "O", "C", "N", "H", "H", "H", "H", "H", "H", "H", "H", "H", "H", "H", "C", "C", "C", "O", "C", "N", "H", "H", "H", "H", "H", "H", "H", "H", "H", "H", "H", "C", "C", "C", "O", "C", "N", "H", "H", "H", "H", "H", "H", "H", "H", "H", "H", "H", "C", "C", "C", "O", "C", "N", "H", "H", "H", "H", "H", "H", "H", "H", "H", "H", "H", "C", "C", "C", "O", "C", "N", "H", "H", "H", "H", "H", "H", "H", "H", "H", "H", "H", "C", "C", "C", "O", "C", "N", "H", "H", "H", "H", "H", "H", "H", "H", "H", "H", "H"],
  "xyz": [[10.0320, -3.0316, 7.2708], [10.4931, -2.0882, 8.7808], [10.8481, -4.5251, 7.9454], [9.5552, -3.9091, 5.7668], [9.3452, -1.5487, 6.5908], [11.6389, -2.6112, 6.5218], [8.4784, -3.5364, 7.9218], [8.4972, -0.4407, 1.9503], [7.8716, 0.2693, 1.8061], [8.7753, -0.3343, 2.8601], [4.3135, -8.6768, 3.4344], [5.1126, -7.5624, 4.1206], [4.9501, -7.5009, 5.7103], [3.5782, -7.4771, 6.0161], [2.8656, -6.2143, 5.8053], [6.5243, -7.5584, 3.7160], [4.7392, -9.6579, 3.6449], [4.3867, -8.5421, 2.3552], [3.2683, -8.7242, 3.7398], [4.7800, -6.6451, 3.6347], [5.3886, -6.5558, 6.0306], [5.4189, -8.3547, 6.1996], [2.7847, -5.9082, 4.7623], [3.1953, -5.3353, 6.3591], [1.8224, -6.4208, 6.0444], [7.0105, -6.8687, 4.2711], [6.5837, -7.2039, 2.7721], [10.5121, -9.3298, 11.1288], [9.1605, -9.3662, 10.3103], [8.0643, -8.6660, 11.1121], [6.7485, -8.9053, 10.6214], [5.6778, -8.3052, 11.3248], [9.4574, -8.7141, 9.0464], [11.0490, -8.3812, 11.1198], [11.0279, -10.2369, 10.8139], [10.2533, -9.5265, 12.1692], [8.8852, -10.3927, 10.0683], [8.2354, -7.5895, 11.1195], [8.1737, -8.8495, 12.1810], [4.8376, -8.9892, 11.4442], [5.3257, -7.4535, 10.7428], [5.9039, -7.9315, 12.3235], [8.5814, -8.5522, 8.5706], [9.7506, -7.7600, 9.2012], [16.0904, -7.4023, 4.5277], [15.2136, -7.7250, 5.7925], [15.5048, -6.7022, 6.9224], [16.8576, -6.4102, 6.9864], [17.1702, -5.4934, 8.0358], [13.8228, -7.7553, 5.3626], [17.1495, -7.5260, 4.7540], [15.8744, -6.3862, 4.1976], [15.7677, -8.0185, 3.6886], [15.6146, -8.7167, 6.0019], [15.0534, -7.0790, 7.8402], [14.9271, -5.7936, 6.7527], [16.6887, -4.5206, 7.9366], [18.2472, -5.3276, 8.0648], [16.8302, -5.8645, 9.0026], [13.3927, -8.1747, 6.1745], [13.5592, -6.7810, 5.3998], [5.0337, 1.9931, 9.1423], [5.7515, 2.6497, 7.9685], [7.2285, 3.1456, 8.2182], [7.0906, 4.2716, 9.0106], [8.3073, 4.9919, 9.1955], [5.7845, 1.6174, 6.9397], [5.4537, 1.0065, 9.3379], [3.9525, 1.9305, 9.0191], [5.2595, 2.6327, 9.9955], [5.2421, 3.5404, 7.6007], [7.7521, 3.3353, 7.2812], [7.7725, 2.3614, 8.7447], [9.1607, 4.4181, 9.5569], [8.0919, 5.8192, 9.8718], [8.6060, 5.2739, 8.1859], [6.5189, 0.9535, 7.1400], [4.9118, 1.1416, 7.1185], [10.4492, -4.0847, 13.8994], [9.8734, -4.2795, 15.2798], [9.9258, -3.0911, 16.1940], [11.3050, -2.7680, 16.6242], [11.3486, -1.8286, 17.6667], [8.5008, -4.7482, 15.1588], [9.9955, -3.2465, 13.3705], [10.4441, -4.9597, 13.2494], [11.4795, -3.7490, 14.0168], [10.3090, -5.0806, 15.8769], [9.4383, -3.3918, 17.1214], [9.3848, -2.2729, 15.7185], [11.0765, -2.2698, 18.6256], [10.7388, -0.9288, 17.5858], [12.3866, -1.5049, 17.7437], [7.9913, -4.1163, 14.5578], [8.1380, -4.6832, 16.0992], [16.2379, 0.6907, 8.7902], [14.8474, 0.9062, 8.2855], [14.2374, 2.2207, 8.8368], [14.1096, 2.2617, 10.2483], [13.3473, 1.2488, 10.9109], [14.9746, 0.8429, 6.8414], [16.2582, 0.7927, 9.8752], [16.8892, 1.4619, 8.3790], [16.7181, -0.2361, 8.4763], [14.2473, 0.0546, 8.6062], [13.2694, 2.2595, 8.3372], [14.7838, 3.1020, 8.5008], [13.6413, 0.2063, 10.7887], [12.2972, 1.4222, 10.6756], [13.4770, 1.3274, 11.9903], [14.8416, -0.1381, 6.6415], [14.1564, 1.2354, 6.3979]],
  "homo_lumo_gap_ev": 9.4,
  "e_lumo_ev": 2.1,
  "total_energy_ha": -4645.39820,
  "charge": -1,
  "homo_ev": -7.21
}

---

No. 2
{
  "formula": "C24H68NO10S10",
  "method": "ωB97M-V with the def2-TZVPD basis set",
  "species": ["C", "C", "O", "C", "C", "C", "C", "S", "N", "H", "H", "H", "H", "H", "H", "H", "H", "H", "H", "H", "H", "H", "H", "C", "S", "O", "C", "H", "H", "H", "H", "H", "H", "C", "S", "O", "C", "H", "H", "H", "H", "H", "H", "C", "S", "O", "C", "H", "H", "H", "H", "H", "H", "C", "S", "O", "C", "H", "H", "H", "H", "H", "H", "C", "S", "O", "C", "H", "H", "H", "H", "H", "H", "C", "S", "O", "C", "H", "H", "H", "H", "H", "H", "C", "S", "O", "C", "H", "H", "H", "H", "H", "H", "C", "S", "O", "C", "H", "H", "H", "H", "H", "H", "C", "S", "O", "C", "H", "H", "H", "H", "H", "H"],
  "xyz": [[1.9748, 0.2098, 2.7081], [1.0990, -0.8999, 2.1315], [-0.1373, -1.0087, 2.8534], [-1.1411, -0.2546, 2.3095], [-1.3200, 1.1661, 2.8431], [-2.8344, 1.3857, 3.0302], [-3.4788, 0.1517, 2.3836], [-3.6115, 0.3474, 0.5725], [-2.4582, -0.8836, 2.7225], [1.4849, 0.6981, 3.5442], [2.1603, 0.9749, 1.9599], [2.9233, -0.1862, 3.0625], [1.5917, -1.8659, 2.1829], [0.9166, -0.7092, 1.0725], [-1.1355, -0.3079, 1.2239], [-0.8308, 1.2258, 3.8138], [-0.8222, 1.8948, 2.2118], [-3.1363, 1.3975, 4.0781], [-3.1983, 2.3046, 2.5812], [-4.4719, -0.1122, 2.7296], [-3.8403, 1.6718, 0.5815], [-2.6332, -1.8426, 2.4234], [-2.4349, -0.9326, 3.7457], [3.4671, 4.2613, 1.3679], [2.8488, 3.8821, 2.9989], [1.4724, 3.3265, 2.8113], [2.6348, 5.5684, 3.5722], [3.6181, 3.3124, 0.8544], [2.7374, 4.8697, 0.8328], [4.4200, 4.7836, 1.4526], [1.9592, 6.0940, 2.8980], [3.6060, 6.0609, 3.6077], [2.2076, 5.5284, 4.5716], [-0.0370, -4.6509, -0.8187], [0.2174, -4.0142, 0.8319], [1.6858, -3.9518, 1.0592], [-0.3857, -5.4710, 1.6892], [0.3286, -3.9085, -1.5258], [0.5146, -5.5847, -0.9310], [-1.1011, -4.8202, -0.9855], [0.2011, -6.3346, 1.3766], [-1.4393, -5.6194, 1.4511], [-0.2653, -5.3027, 2.7576], [3.5228, -7.6480, -1.7743], [1.9874, -8.2488, -2.4838], [0.8904, -7.6960, -1.6347], [2.1768, -9.9635, -2.0149], [3.5584, -6.5717, -1.9284], [3.5442, -7.8710, -0.7077], [4.3618, -8.1199, -2.2849], [2.2811, -10.0337, -0.9321], [3.0507, -10.3777, -2.5169], [1.2778, -10.4794, -2.3476], [-4.8362, 6.0217, 1.0422], [-5.4205, 4.6692, 0.0183], [-4.6445, 3.4450, 0.4131], [-4.7209, 5.2418, -1.5205], [-5.1441, 5.8439, 2.0701], [-3.7491, 6.0778, 0.9862], [-5.2825, 6.9501, 0.6884], [-3.6416, 5.3489, -1.4067], [-5.1753, 6.1950, -1.7867], [-4.9402, 4.5172, -2.3004], [-2.8053, 4.1568, 5.8618], [-4.3762, 4.8422, 5.3142], [-4.2312, 6.3157, 5.3538], [-5.3121, 4.3680, 6.7717], [-2.0609, 4.3957, 5.1046], [-2.5247, 4.6089, 6.8125], [-2.8963, 3.0747, 5.9646], [-4.8512, 4.8088, 7.6550], [-5.3377, 3.2810, 6.8508], [-6.3225, 4.7510, 6.6501], [-6.0816, 3.7819, -6.5980], [-4.6182, 3.9153, -5.5701], [-4.9737, 4.8233, -4.4412], [-3.6518, 4.8911, -6.7233], [-6.8336, 3.2398, -6.0294], [-6.4455, 4.7802, -6.8390], [-5.8364, 3.2290, -7.5043], [-4.1879, 5.8107, -6.9552], [-3.4728, 4.3083, -7.6264], [-2.7044, 5.1242, -6.2431], [-3.2228, -8.3024, -3.9666], [-1.7513, -8.5902, -2.9730], [-1.0187, -9.7277, -3.5907], [-2.6161, -9.2521, -1.5455], [-2.8940, -7.9320, -4.9350], [-3.7747, -9.2336, -4.0955], [-3.8431, -7.5520, -3.4766], [-3.2024, -10.1212, -1.8431], [-3.2589, -8.4794, -1.1235], [-1.8612, -9.5418, -0.8178], [6.8500, 0.4296, -0.0516], [5.2266, 0.5467, -0.8001], [4.6372, 1.8439, -0.3473], [4.4738, -0.7386, 0.2035], [7.4856, 1.1810, -0.5101], [6.7612, 0.5994, 1.0219], [7.2669, -0.5544, -0.2608], [4.5660, -0.4758, 1.2571], [4.9651, -1.6889, -0.0011], [3.4236, -0.8049, -0.0736], [7.5311, 3.6182, -2.4517], [7.3068, 2.1613, -3.4781], [8.1708, 1.0946, -2.9039], [8.1642, 2.8038, -4.9177], [7.0997, 3.4039, -1.4756], [8.5952, 3.8334, -2.3560], [7.0038, 4.4591, -2.9014], [9.1844, 3.0697, -4.6426], [7.6265, 3.6712, -5.2998], [8.1757, 2.0180, -5.6693]],
  "homo_lumo_gap_ev": 7.7,
  "e_lumo_ev": -2.4,
  "total_energy_ha": -5743.75849,
  "charge": 1,
  "homo_ev": -10.09
}

---

Q: What is the charge in the first record?
A: -1

---

Q: charge of number 1 (C24H68AsF6N6O7)?
A: -1

---

Q: Which of these has the lowest charge?
A: C24H68AsF6N6O7

---

Q: What is the formula in the first record?
A: C24H68AsF6N6O7